## i
The following is a DFT calculation (wB97M-V/def2-TZVPD) of C43H50Br2Cl3NOP3RbS2 as an isolated structure.

Positions of all 106 atoms, in Å:
Rb: 0.3714 -1.1410 0.2405
C: 1.9081 3.1537 2.8537
C: 0.4423 2.6978 2.7608
C: -0.3156 3.7919 3.5526
P: -0.0186 2.3728 1.0022
C: -0.1623 4.0899 0.3149
C: -1.5275 4.7548 0.1718
C: 0.6631 4.1719 -1.0036
C: -1.7774 1.8412 1.1913
C: -2.3752 1.4079 2.3671
C: -3.7551 1.1437 2.4538
C: -4.5079 1.3194 1.2658
C: -3.9545 1.6979 0.0863
C: -2.5394 1.8436 -0.0705
N: -1.8179 1.9993 -1.2150
C: -2.3472 2.5354 -2.3230
C: -3.4047 3.4577 -2.3470
C: -3.8337 4.0243 -3.5212
C: -3.3023 3.7293 -4.8127
C: -2.2613 2.7965 -4.7760
C: -1.7538 2.2371 -3.5983
P: -0.4297 0.8826 -3.6106
C: 0.3289 0.7620 -5.3349
C: 1.1345 2.0832 -5.4625
C: -0.4171 0.3988 -6.6057
C: -1.5681 -0.5617 -3.4162
C: -2.8902 -0.6545 -4.2384
C: -0.7777 -1.9014 -3.6015
H: 2.2248 3.1229 3.8904
H: 2.5051 2.3991 2.3399
H: 2.1042 4.1449 2.4998
H: 0.3027 1.7203 3.2024
H: -0.0769 4.7656 3.1715
H: -1.4033 3.5929 3.5643
H: 0.0572 3.7567 4.5836
H: 0.3778 4.6226 1.1212
H: -2.0360 4.4400 -0.7117
H: -2.2536 4.5242 1.0255
H: -1.4239 5.8589 0.1291
H: 0.2382 3.4835 -1.7811
H: 0.7901 5.2052 -1.3513
H: 1.6488 3.6973 -0.8161
H: -1.7531 1.3755 3.2525
H: -4.2147 0.8243 3.3348
H: -5.5725 1.2062 1.3012
H: -4.6087 1.8141 -0.7091
H: -3.9164 3.7706 -1.4428
H: -4.5407 4.7902 -3.3925
H: -3.7057 4.2156 -5.6712
H: -1.7020 2.5111 -5.6721
H: 1.0620 -0.0236 -5.0767
H: 0.3448 2.8752 -5.4856
H: 1.7314 2.2572 -4.5710
H: 1.6113 2.0921 -6.4149
H: -1.4186 0.8566 -6.7985
H: 0.1931 0.7149 -7.5040
H: -0.4983 -0.6661 -6.6503
H: -1.7864 -0.4869 -2.3520
H: -2.5999 -0.8680 -5.2601
H: -3.4616 -1.4844 -3.8668
H: -3.4601 0.2700 -4.1828
H: -0.3932 -2.0290 -4.6781
H: 0.1069 -1.9303 -2.9565
H: -1.3965 -2.8200 -3.4109
Br: -2.3865 -3.0519 -0.2632
C: -3.5103 -1.5093 -0.0615
Br: -5.4008 -1.9612 -0.0055
H: -3.3481 -0.9236 -0.9221
H: -3.1951 -0.8852 0.8450
Cl: 3.7096 -6.3069 -5.5414
C: 3.0678 -5.2504 -4.2820
C: 3.4262 -3.9082 -4.2091
C: 2.8580 -3.1199 -3.2029
Cl: 3.2258 -1.3486 -3.1102
C: 1.9388 -3.6006 -2.2403
O: 1.5198 -2.8679 -1.3075
C: 1.5839 -4.9603 -2.4188
Cl: 0.2867 -5.5367 -1.4173
C: 2.1430 -5.7753 -3.3744
H: 3.9846 -3.4731 -5.0023
H: 1.8599 -6.8098 -3.4621
S: 3.2681 -0.1514 3.3862
P: 1.9579 -1.3741 4.2086
S: 0.0010 -1.3728 3.5521
C: 1.9770 -1.2170 6.0294
C: 3.1074 -0.7016 6.6477
C: 3.3119 -0.8876 8.0594
C: 2.3702 -1.5963 8.7758
C: 1.2364 -2.1934 8.1244
C: 1.0607 -1.9972 6.7821
C: 2.6252 -3.0778 4.0006
C: 1.8702 -4.1084 3.4580
C: 2.4444 -5.3577 3.1585
C: 3.7736 -5.5544 3.3988
C: 4.5662 -4.5024 3.9001
C: 4.0051 -3.3016 4.2573
H: 3.8415 -0.0820 6.1845
H: 4.1508 -0.3460 8.6231
H: 2.4582 -1.6490 9.8305
H: 0.5108 -2.7258 8.7091
H: 0.1911 -2.4957 6.2866
H: 0.8792 -3.8570 3.1080
H: 1.8384 -6.1058 2.6388
H: 4.3514 -6.4175 3.0815
H: 5.6639 -4.6751 4.1243
H: 4.5885 -2.4971 4.6663

Properties
* HOMO-LUMO gap: 5.57 eV
* net charge: -2
* HOMO energy: -1.9 eV


## ii
The following is a DFT calculation (wB97M-V/def2-TZVPD) of C43H50Br2Cl3NOP3RbS2 as an isolated structure.

Positions of all 106 atoms, in Å:
Rb: -11.8862 0.2786 18.7892
C: -12.9260 0.5421 23.8094
C: -12.0527 1.6912 23.2321
C: -11.6101 2.5931 24.4133
P: -10.6727 0.9328 22.0962
C: -9.3959 0.4793 23.4181
C: -8.1450 1.3164 23.6573
C: -8.8855 -0.9698 23.2117
C: -9.9041 2.3617 21.3309
C: -10.4701 3.6348 21.3113
C: -9.7686 4.7189 20.7532
C: -8.5010 4.5542 20.2479
C: -7.9512 3.2645 20.2090
C: -8.6028 2.1177 20.7174
N: -8.2155 0.8460 20.5185
C: -6.9235 0.4268 20.4864
C: -5.8415 1.1876 21.0964
C: -4.5317 0.7846 20.9985
C: -4.2370 -0.4629 20.4312
C: -5.2848 -1.2594 19.9146
C: -6.6051 -0.8020 19.8822
P: -7.9304 -1.6244 18.9338
C: -7.2739 -3.3472 18.4672
C: -7.1098 -4.0597 19.8011
C: -6.1617 -3.6893 17.5165
C: -7.8455 -0.5093 17.4431
C: -6.4306 -0.1364 16.8874
C: -8.7922 -1.0498 16.3149
H: -13.8845 0.9198 24.0551
H: -13.0728 -0.2345 23.0855
H: -12.4290 0.0917 24.6980
H: -12.6644 2.2417 22.5180
H: -10.9635 2.1733 25.1350
H: -11.0381 3.5165 23.9606
H: -12.5109 3.0792 24.7838
H: -10.0325 0.5397 24.2998
H: -7.3920 1.1232 22.9038
H: -8.3787 2.4435 23.7313
H: -7.6170 1.0102 24.5720
H: -8.4552 -1.0661 22.1753
H: -8.1333 -1.3217 23.9017
H: -9.7073 -1.6760 23.3862
H: -11.4479 3.7551 21.7156
H: -10.2941 5.6171 20.7020
H: -7.9708 5.3448 19.8175
H: -7.0325 3.1633 19.6710
H: -6.0699 2.1655 21.5108
H: -3.8032 1.4649 21.3080
H: -3.2149 -0.6961 20.1786
H: -5.0664 -2.2240 19.4357
H: -8.1778 -3.7050 17.9049
H: -6.2313 -3.6091 20.3298
H: -8.0300 -3.9399 20.4274
H: -6.9205 -5.1270 19.7387
H: -5.1457 -3.3972 17.8188
H: -6.2084 -4.7315 17.3516
H: -6.3252 -3.2487 16.5574
H: -8.3561 0.3853 17.8014
H: -5.8589 -1.0176 16.6437
H: -6.5823 0.5473 16.0140
H: -5.8931 0.3816 17.6745
H: -8.4205 -1.9547 15.9140
H: -9.7903 -1.3053 16.7279
H: -9.0521 -0.3384 15.4807
Br: -10.6639 2.1878 16.1564
C: -9.5277 3.1587 17.3706
Br: -8.5719 4.6605 16.5309
H: -8.7808 2.5377 17.7270
H: -10.1182 3.6184 18.2072
Cl: -12.1190 -5.6183 12.6683
C: -12.1778 -4.3627 13.9512
C: -12.0564 -4.6710 15.2984
C: -12.0017 -3.6528 16.2489
Cl: -11.5770 -3.9840 17.9084
C: -12.2951 -2.2882 15.9449
O: -12.3826 -1.3370 16.7336
C: -12.3405 -2.0602 14.5339
Cl: -12.5691 -0.3418 14.1489
C: -12.2664 -3.0166 13.5215
H: -11.9554 -5.7081 15.5532
H: -12.2680 -2.7349 12.4612
S: -15.3467 0.1286 21.2826
P: -15.5476 1.7717 20.2216
S: -13.9476 2.8131 19.6628
C: -16.7428 2.8514 20.9641
C: -17.6263 2.4162 21.9551
C: -18.7241 3.1686 22.3748
C: -19.0907 4.3365 21.7553
C: -18.1783 4.8806 20.8243
C: -17.0497 4.1565 20.4550
C: -16.5949 1.2327 18.7877
C: -16.2717 1.5864 17.5145
C: -16.8626 0.9422 16.3947
C: -17.8444 -0.0164 16.5981
C: -18.2756 -0.3027 17.9021
C: -17.6294 0.2540 18.9720
H: -17.4394 1.4678 22.4187
H: -19.3848 2.7840 23.2116
H: -20.0075 4.8287 21.9871
H: -18.2463 5.8329 20.3543
H: -16.3539 4.5975 19.6753
H: -15.4259 2.1775 17.3398
H: -16.5141 1.1851 15.3641
H: -18.3787 -0.5047 15.8051
H: -19.2772 -0.7657 18.0350
H: -17.9544 0.0826 19.9730

Properties
* HOMO-LUMO gap: 5.54 eV
* net charge: -2
* HOMO energy: -1.8 eV


Stability check: which of them is least stable? ii.


## i
The following is a DFT calculation (wB97M-V/def2-TZVPD) of one molecule with the formula C2H10O2Si2.

Positions of all 16 atoms, in Å:
C: -1.9310 1.0658 -0.1189
C: 1.8159 0.7394 0.8698
O: -1.3681 -1.6533 0.3707
O: 1.9139 -1.9474 -0.3462
Si: -0.9313 -0.4419 -0.6296
Si: 1.3890 -0.3173 -0.6041
H: -1.9206 1.7474 -1.0943
H: -3.0449 0.8084 0.0094
H: -1.5872 1.6170 0.7443
H: 1.1615 0.5265 1.6737
H: 2.7840 0.6626 1.2234
H: 1.5730 1.7760 0.6615
H: -2.2941 -1.7363 0.5320
H: 1.9611 -2.2884 0.5531
H: -1.5657 -0.8205 -1.9644
H: 2.0444 0.2619 -1.8803

Properties
* HOMO-LUMO gap: 10.21 eV
* HOMO energy: -9.5 eV
* SMILES: C[Si@H](O)[Si@@H](C)O


## ii
The following is a DFT calculation (wB97M-V/def2-TZVPD) of a 2-piece molecular cluster, C2H10O2Si2 overall.

Positions of all 16 atoms, in Å:
C: 0.9822 2.4688 -1.1530
C: -1.6846 -2.5651 1.1894
O: 1.0750 -0.4200 -1.7996
O: 0.5624 0.3408 0.5961
Si: 1.4849 0.7445 -0.7530
Si: -1.8415 -0.7786 0.4460
H: -0.0767 2.4608 -1.6347
H: 1.1291 3.0584 -0.2305
H: 1.5997 3.1317 -1.8014
H: -2.6313 -3.0824 1.5247
H: -1.4326 -3.2552 0.3615
H: -0.9799 -2.5395 1.9659
H: 0.2836 -0.9183 -1.6077
H: 0.6772 0.9365 1.3602
H: 2.8101 0.4961 -0.2988
H: -1.9577 -0.0787 1.8351

Properties
* HOMO-LUMO gap: 8.17 eV
* HOMO energy: -8.1 eV


Stability check: which of them is least stable? ii.


## i
The following is a DFT calculation (wB97M-V/def2-TZVPD) of an isolated ion of composition H3NO3PS and charge -1.

Positions of all 9 atoms, in Å:
N: 0.5385 -0.1656 -0.3195
O: -3.3397 0.5688 0.5603
O: -1.7147 -1.2442 0.7805
O: -2.2537 -0.3696 -1.4116
P: -0.3251 1.3170 -0.1020
S: -2.1430 -0.0591 0.0090
H: -0.2038 -0.7710 0.0564
H: 0.6893 -0.6331 -1.2393
H: -0.3151 1.0832 1.3518

Properties
* HOMO-LUMO gap: 8.85 eV
* net charge: -1
* HOMO energy: -4.7 eV
* SMILES: NPS(=O)(=O)[O-]


## ii
The following is a DFT calculation (wB97M-V/def2-TZVPD) of an isolated ion of composition H3NO3PS and charge -1.

Positions of all 9 atoms, in Å:
N: 1.6475 -0.2021 -0.2014
O: -2.3014 0.6957 0.6200
O: -0.8369 -1.3140 0.5664
O: -1.4957 -0.2182 -1.5114
P: 0.5257 1.2522 0.0352
S: -1.2697 -0.0269 -0.0910
H: 1.0216 -0.8304 0.2684
H: 2.0629 -0.5051 -1.0340
H: 0.6461 1.1489 1.3479

Properties
* HOMO-LUMO gap: 9.08 eV
* net charge: -1
* HOMO energy: -4.9 eV
* SMILES: NPS(=O)(=O)[O-]


Stability check: which of them is least stable? i.


## i
The following is a DFT calculation (wB97M-V/def2-TZVPD) of C3H6NO as an isolated structure.

Positions of all 11 atoms, in Å:
C: 0.2977 -0.4954 -1.1477
C: -0.8637 0.0773 0.9089
C: 0.4942 0.7003 -0.3994
N: 0.3174 -0.5442 0.3681
O: -0.6147 1.2603 0.1555
H: -0.6752 -0.7079 -1.6892
H: 0.9333 -1.0466 -1.7327
H: -1.8824 -0.4350 0.7595
H: -0.7526 0.4117 2.0928
H: 1.7699 1.8796 -0.2290
H: 0.9760 -1.1000 0.9131

Properties
* HOMO-LUMO gap (alpha / beta): 8.17 / 9.17 eV
* net charge: +1
* HOMO energy (alpha / beta): -11.9 / -17.3 eV
* ⟨S²⟩: 2.00
* multiplicity: 3


## ii
The following is a DFT calculation (wB97M-V/def2-TZVPD) of an isolated ion of composition C3H6NO and charge +1.

Positions of all 11 atoms, in Å:
C: -0.6498 -1.1375 0.4832
C: 1.9239 -0.5352 -0.1882
C: 0.2586 -0.2178 0.1522
N: 0.0080 1.2448 0.1146
O: 2.8503 0.1705 -0.4951
H: -0.2565 -2.1320 0.4941
H: -1.6255 -0.8444 0.6887
H: 1.9078 -1.5705 -0.3365
H: 0.2213 1.4577 1.0808
H: -0.9960 1.3016 -0.0521
H: 0.5852 1.8763 -0.4720

Properties
* HOMO-LUMO gap (alpha / beta): 7.41 / 8.08 eV
* net charge: +1
* HOMO energy (alpha / beta): -11.4 / -15.9 eV
* ⟨S²⟩: 2.02
* multiplicity: 3


Stability check: which of them is least stable? i.


## i
The following is a DFT calculation (wB97M-V/def2-TZVPD) of a 2-piece molecular cluster, C3H8ClN2O overall.

Positions of all 15 atoms, in Å:
C: -0.4338 -0.5379 0.5238
C: 0.3055 0.6856 0.3987
C: -0.7614 -2.6693 -1.5865
N: 0.7207 1.3768 -0.7266
N: 0.1591 1.7545 1.5635
O: 0.9275 -0.4348 0.9130
Cl: -0.0092 -2.0972 -2.9336
H: -1.1564 -0.7508 1.2932
H: -1.8177 -2.5116 -1.4638
H: -0.2140 -3.3121 -0.9209
H: 0.1591 1.2267 -1.5518
H: 1.7071 1.2896 -0.9325
H: 0.2732 1.3021 2.4781
H: -0.7536 2.2212 1.5164
H: 0.8940 2.4571 1.4289

Properties
* HOMO-LUMO gap (alpha / beta): 6.58 / 10.08 eV
* net charge: +1
* HOMO energy (alpha / beta): -11.5 / -13.5 eV


## ii
The following is a DFT calculation (wB97M-V/def2-TZVPD) of an isolated ion of composition C3H8ClN2O and charge +1.

Positions of all 15 atoms, in Å:
C: -0.2572 1.2423 1.7334
C: -0.2142 -0.7687 0.2710
C: 0.9749 -1.3138 -2.0732
N: 0.4413 -0.4897 -1.2223
N: -0.8815 0.3914 0.6907
O: 0.0581 0.7076 -1.5513
Cl: 1.5641 -0.7967 -3.5455
H: -0.2964 2.2845 1.6385
H: -0.6526 1.1196 2.8556
H: 0.9025 1.0935 1.7499
H: 0.5758 -1.2882 0.7423
H: -0.8794 -1.5860 0.2075
H: 1.0554 -2.2666 -1.6957
H: -1.8254 0.5009 0.9683
H: -0.5652 1.1698 -0.7690

Properties
* HOMO-LUMO gap: 10.57 eV
* net charge: +1
* HOMO energy: -14.8 eV
* SMILES: CNC/[N+](O)=C/Cl


Stability check: which of them is least stable? i.


## i
The following is a DFT calculation (wB97M-V/def2-TZVPD) of a 2-piece molecular cluster, N3O3 overall.

Positions of all 6 atoms, in Å:
N: -1.3910 1.2180 0.3484
N: 1.5139 -0.3626 0.4773
N: -1.5411 0.1952 -0.0459
O: -1.9974 -0.7435 -0.5091
O: 0.8555 -0.5247 -0.6024
O: 2.5601 0.2177 0.3316

Properties
* HOMO-LUMO gap: 7.32 eV
* net charge: -1
* HOMO energy: -3.1 eV


## ii
The following is a DFT calculation (wB97M-V/def2-TZVPD) of a 2-piece molecular cluster, N3O3 overall.

Positions of all 6 atoms, in Å:
N: 0.8756 -0.0811 -0.9115
N: -1.1703 -0.2775 -0.1989
N: 1.4088 0.1441 0.0648
O: 2.2284 0.4867 0.8740
O: -2.2668 -0.4601 -0.7852
O: -1.0756 0.1880 0.9569

Properties
* HOMO-LUMO gap: 7.25 eV
* net charge: -1
* HOMO energy: -2.8 eV


Stability check: which of them is least stable? ii.


## i
The following is a DFT calculation (wB97M-V/def2-TZVPD) of one molecule with the formula C8H5N5.

Positions of all 18 atoms, in Å:
C: 2.0930 -2.3592 0.1249
C: 0.1745 -2.3283 -2.3556
C: 0.8509 -0.2840 0.4995
C: -0.2605 1.4444 1.0513
C: 1.0918 -1.4717 -0.2951
C: 0.2325 -1.3485 -1.3360
C: -0.7025 -0.1043 -1.1070
C: -1.3092 2.5131 1.2844
N: 2.8804 -3.0404 0.5760
N: 0.2206 -3.2485 -3.0271
N: 1.3371 0.1677 1.6069
N: 0.6751 1.2577 1.9760
N: -0.2464 0.4716 0.0998
H: -0.6186 0.3293 -2.1705
H: -1.7701 -0.3857 -0.8510
H: -2.1941 2.3618 0.7129
H: -1.5470 2.6239 2.2593
H: -0.9074 3.4010 0.9513

Properties
* HOMO-LUMO gap: 8.20 eV
* HOMO energy: -9.6 eV
* SMILES: Cc1nnc2n1CC(C#N)=C2C#N


## ii
The following is a DFT calculation (wB97M-V/def2-TZVPD) of one molecule with the formula C8H5N5.

Positions of all 18 atoms, in Å:
C: -1.8649 0.5010 0.8367
C: -0.0824 2.1186 -0.2802
C: 1.9938 1.8263 0.8252
C: 2.1539 -0.6075 -0.5456
C: -0.8538 -1.5485 0.1119
C: -0.1629 -0.7179 -1.0465
C: -1.6708 -0.7762 1.1665
C: 1.0385 1.3678 -0.1139
N: -2.1503 1.4211 0.1145
N: -1.2840 2.3778 -0.4285
N: 2.7031 2.1183 1.6764
N: 3.2353 -1.0458 -0.4800
N: 1.0016 0.0361 -0.6593
H: -1.6112 -2.3208 -0.4133
H: 0.0208 -2.1409 0.4753
H: 0.2435 -1.3852 -1.8158
H: -0.7898 -0.0407 -1.5231
H: -1.9204 -1.1836 2.0998

Properties
* HOMO-LUMO gap (alpha / beta): 8.20 / 8.20 eV
* HOMO energy (alpha / beta): -9.4 / -9.4 eV


Stability check: which of them is least stable? ii.